Formula: C45H40NO2P2Ti
Source: the OMol25 dataset
Level of theory: wB97M-V/def2-TZVPD

Values from the calculation:
<S²> ... 2.004
Calculated total energy ... -3475.25772 hartree
Total charge ... +3
Multiplicity ... 3
LUMO energy (spin up / spin down) ... -0.3063 / -0.3018 Eh

XYZ file:
```
91
Properties=species:S:1:pos:R:3:forces:R:3
Ti 0.001 0.337 1.944 0.1 0.0 0.6
C 3.215 0.426 3.865 -0.4 0.9 -0.6
C 1.747 0.028 3.857 -0.2 -0.7 -0.4
C 0.724 0.796 4.372 -1.0 -0.8 -0.4
C -0.648 0.337 4.388 2.6 2.0 1.5
C -1.615 1.096 5.207 -0.7 0.9 0.0
C -0.897 -0.883 3.891 -1.8 -3.1 -1.4
C 0.088 -1.759 3.339 0.2 0.9 -0.3
C -0.252 -3.114 2.755 0.7 1.5 1.3
C 1.359 -1.249 3.331 1.9 0.5 0.0
H 3.673 0.111 2.907 -0.1 0.3 0.4
H 3.758 -0.080 4.653 0.0 -0.2 0.3
H 3.362 1.533 4.018 -0.2 -1.1 -0.2
H 0.973 1.693 4.865 0.1 1.2 0.4
H -1.716 2.146 4.863 -0.3 -0.6 0.0
H -1.237 1.215 6.229 -0.1 -0.4 -0.1
H -2.567 0.554 5.211 0.0 0.5 0.2
H -1.923 -1.293 3.937 0.5 0.4 0.0
H 0.230 -3.837 3.395 -0.4 -0.6 0.4
H 0.189 -3.287 1.794 -0.2 0.1 -0.6
H -1.315 -3.065 2.799 -0.9 -1.2 -0.4
H 2.199 -1.836 2.989 -0.1 -0.4 -0.3
O -1.209 1.555 -2.207 -1.7 -0.5 0.0
C -2.448 0.998 -2.597 0.3 -0.2 0.7
C -3.310 1.630 -3.435 -0.6 0.4 -0.7
C -4.569 1.086 -3.748 1.4 -1.2 1.6
C -4.976 -0.106 -3.117 0.3 0.8 -0.2
C -4.106 -0.724 -2.186 -0.9 0.5 -1.3
C -2.825 -0.198 -2.003 0.4 -0.8 1.1
P -1.678 -1.093 -0.922 -1.3 1.2 1.5
C -0.547 -2.040 -1.781 2.5 -1.1 -1.2
C 0.524 -2.634 -1.078 -0.8 -0.2 2.3
C 1.512 -3.322 -1.711 1.6 -0.7 -0.7
C 1.518 -3.471 -3.098 0.7 -0.3 -0.9
C 0.461 -2.954 -3.832 -0.3 0.7 0.8
C -0.509 -2.184 -3.165 -0.8 0.4 -0.6
C -2.679 -2.205 0.112 0.0 -0.2 0.9
C -3.600 -1.710 1.095 1.0 1.1 -0.3
C -4.224 -2.553 2.003 0.9 -1.7 -0.8
C -3.975 -3.961 1.927 0.4 2.3 -1.7
C -3.180 -4.430 0.892 -0.2 -0.6 0.2
C -2.485 -3.602 0.027 0.2 0.3 -0.9
C -0.221 1.548 -3.120 1.4 0.1 0.9
C -0.375 1.623 -4.471 -1.0 -0.8 0.3
C 0.697 1.566 -5.306 0.0 0.7 -0.1
C 1.955 1.478 -4.784 1.4 -0.3 -0.3
C 2.173 1.455 -3.412 -1.6 0.3 -0.9
C 1.068 1.501 -2.540 0.4 0.3 -1.1
P 1.352 1.537 -0.821 -0.2 -1.7 0.0
C 3.069 1.082 -0.483 -0.5 2.3 0.4
C 3.955 2.108 -0.107 0.0 -0.3 0.2
C 5.252 1.786 0.204 1.3 -0.2 1.1
C 5.717 0.458 0.335 -0.3 0.7 -0.8
C 4.820 -0.528 -0.078 0.5 -2.0 0.2
C 3.538 -0.198 -0.533 -0.7 -2.1 0.3
C 0.734 2.965 0.037 0.3 -0.5 -0.8
C 0.880 3.033 1.412 0.7 -1.4 -0.3
C 0.412 4.114 2.097 0.0 0.4 0.2
C -0.108 5.213 1.419 -0.6 0.9 -0.1
C -0.198 5.157 0.011 -0.1 0.6 0.9
C 0.173 4.010 -0.678 0.0 0.2 -0.4
H -2.981 2.550 -3.875 -0.2 0.5 -0.2
H -5.184 1.610 -4.420 -0.8 0.4 -0.7
H -5.981 -0.470 -3.376 0.6 -0.1 0.5
H -4.469 -1.597 -1.656 0.3 0.0 -0.1
H 0.508 -2.634 0.047 0.1 0.3 -1.3
H 2.409 -3.777 -1.255 -0.9 0.4 0.5
H 2.424 -3.959 -3.574 -1.5 0.5 0.5
H 0.354 -3.056 -4.889 0.2 -0.1 -0.5
H -1.276 -1.639 -3.740 0.4 -0.6 0.1
H -3.740 -0.598 1.197 0.0 -1.2 -0.3
H -4.897 -2.151 2.715 -0.5 0.3 0.6
H -4.436 -4.700 2.501 -0.9 -0.6 1.2
H -3.147 -5.506 0.728 0.3 0.2 0.1
H -1.862 -4.110 -0.754 -0.5 0.9 0.8
H -1.338 1.533 -4.909 -0.7 0.4 -0.2
H 0.461 1.749 -6.332 0.4 -0.4 -0.7
H 2.800 1.398 -5.462 0.0 0.2 0.2
H 3.175 1.507 -3.113 1.2 -0.2 0.8
H 3.690 3.134 0.062 -0.5 0.3 -0.4
H 5.923 2.588 0.515 -0.2 -0.1 -0.2
H 6.763 0.304 0.678 -1.1 -0.2 -0.3
H 5.070 -1.650 -0.024 -0.2 2.0 -0.1
H 2.812 -1.000 -0.794 0.9 0.5 0.1
H 1.513 2.264 1.913 -0.4 0.4 0.0
H 0.583 4.050 3.140 -0.2 0.6 1.0
H -0.454 6.146 1.971 0.6 -1.4 -0.8
H -0.522 6.057 -0.509 -0.1 -0.4 0.0
H 0.067 3.929 -1.765 0.1 0.2 0.4
O 0.619 0.181 -0.127 0.4 0.3 -0.4
N -0.826 -0.011 0.140 -0.7 -0.5 -0.3
```
Forces are in eV/Å.



Formula: C6H14NO
Source: the OMol25 dataset
Level of theory: wB97M-V/def2-TZVPD

Values from the calculation:
<S²> ... 0.753
Calculated total energy ... -366.22242 hartree
Total charge ... +2
Multiplicity ... 2
Relative energy (zero: lowest compared OMol25 entry of this formula, charge and spin) ... 128.27 kJ/mol
LUMO energy (spin up / spin down) ... -0.2942 / -0.4600 Eh

XYZ file:
```
22
Properties=species:S:1:pos:R:3:forces:R:3
C -1.650 0.261 0.834 -0.6 -2.1 -0.4
O -2.694 -0.343 1.634 1.0 1.0 0.5
C -0.726 -0.960 0.274 -0.1 -0.8 1.3
C 0.129 -0.601 -0.987 -0.1 3.0 0.9
C 1.341 0.180 -0.567 1.1 -7.4 0.7
C 1.513 1.464 -0.713 3.8 5.0 1.3
C 2.723 2.124 -0.187 0.7 0.5 0.2
N -1.598 -2.271 -0.139 0.4 0.9 -0.2
H -1.132 1.127 1.255 0.5 -0.7 0.6
H -2.014 0.691 -0.080 -1.2 0.2 -0.4
H -2.790 -0.019 2.589 0.6 -0.3 -2.1
H -0.107 -1.305 1.172 -0.7 0.1 -1.5
H 0.507 -1.351 -1.648 -0.1 -1.2 -0.1
H -0.406 0.156 -1.595 -0.4 -0.8 0.1
H 2.267 -0.446 -0.216 -1.8 1.2 -0.4
H 0.799 2.144 -1.001 -2.1 1.2 -1.1
H 3.745 1.756 -0.392 -0.5 -1.0 0.1
H 2.885 3.174 -0.429 -0.9 0.1 0.1
H 2.631 2.020 0.952 0.1 0.1 -0.8
H -1.049 -3.113 0.099 -0.4 0.3 0.0
H -1.845 -2.344 -1.144 0.6 0.4 0.3
H -2.529 -2.342 0.288 0.2 0.4 0.8
```
Forces are in eV/Å.



Formula: C4H6ClN
Source: the OMol25 dataset
Level of theory: wB97M-V/def2-TZVPD

Values from the calculation:
Calculated total energy ... -670.90482 hartree
SMILES string ... CC(C)(Cl)C#N
Relative energy (zero: lowest compared OMol25 entry of this formula, charge and spin) ... 114.92 kJ/mol
LUMO energy ... 0.0264 Eh

XYZ file:
```
12
Properties=species:S:1:pos:R:3:forces:R:3
C -0.451 -0.130 -1.339 0.0 1.7 0.8
C 0.333 -0.245 0.000 1.1 3.6 0.1
C -0.571 -0.217 1.282 2.0 2.0 2.5
Cl 1.311 -1.655 -0.020 0.8 -1.4 0.2
C 1.457 1.047 0.001 -0.1 0.1 -0.3
N 2.238 1.925 -0.101 -2.4 -2.6 0.4
H -0.741 0.938 -1.368 0.3 -0.3 -0.4
H -1.434 -0.591 -1.250 0.4 -0.8 -0.2
H 0.152 -0.373 -2.242 -0.6 0.0 0.9
H -0.057 -0.630 2.241 -0.3 0.5 -2.0
H -1.329 -0.910 1.061 -1.5 -0.5 -0.1
H -0.907 0.841 1.737 0.4 -2.2 -1.9
```
Forces are in eV/Å.



Formula: C24H37N5O2S2
Source: the OMol25 dataset
Level of theory: wB97M-V/def2-TZVPD

Values from the calculation:
Calculated total energy ... -2157.21692 hartree
Relative energy (zero: lowest compared OMol25 entry of this formula, charge and spin) ... 42.37 kJ/mol
LUMO energy ... 0.0146 Eh

XYZ file:
```
70
Properties=species:S:1:pos:R:3:forces:R:3
C 17.582 3.410 -10.099 0.3 0.9 0.4
S 16.963 1.990 -9.152 0.0 -0.5 -1.6
O 16.346 1.101 -10.204 0.3 0.6 1.0
C 18.603 1.302 -8.817 -0.2 0.1 0.1
H 18.012 3.094 -11.048 0.0 -0.3 0.1
H 18.329 3.972 -9.527 0.1 -0.3 0.1
H 16.814 4.158 -10.304 -0.4 -0.5 0.0
H 19.141 2.017 -8.193 0.1 -0.1 0.0
H 19.118 1.131 -9.760 0.0 0.1 -0.1
H 18.475 0.351 -8.301 -0.1 0.0 0.0
C 20.090 -3.551 -5.305 0.3 0.4 0.5
S 19.910 -2.009 -6.250 -0.8 -0.4 0.2
O 18.801 -2.272 -7.228 0.2 0.1 0.0
C 19.168 -1.022 -4.922 -0.1 -0.2 0.0
H 19.109 -3.936 -5.027 -0.1 0.1 -0.2
H 20.635 -3.330 -4.381 0.0 0.1 -0.1
H 20.670 -4.274 -5.873 -0.1 0.0 -0.2
H 18.676 -0.153 -5.357 0.4 0.1 -0.2
H 19.963 -0.759 -4.226 -0.1 0.2 0.0
H 18.377 -1.558 -4.396 0.2 -0.3 -0.1
N 16.075 -3.896 -6.175 0.1 0.1 0.7
C 15.744 -2.933 -5.251 0.2 -0.5 -0.8
C 14.539 -3.298 -4.702 0.3 0.7 0.6
C 14.123 -4.519 -5.279 1.1 -0.3 0.0
C 15.149 -4.883 -6.138 -1.0 -0.2 -0.7
H 16.855 -3.843 -6.812 0.0 0.1 0.0
H 16.453 -2.141 -5.087 -0.4 0.3 0.1
H 14.087 -2.733 -3.899 -0.3 -0.1 -0.1
H 13.264 -5.112 -5.020 -0.1 0.0 -0.1
H 15.207 -5.698 -6.844 0.0 0.0 0.1
N 23.462 -1.192 -3.129 -0.5 -0.8 0.5
C 23.393 -2.405 -2.488 0.7 0.4 -0.2
C 22.234 -2.446 -1.767 0.1 -0.6 -0.3
C 21.522 -1.251 -2.037 0.4 0.3 0.4
C 22.323 -0.483 -2.852 0.1 0.3 -0.3
H 24.249 -0.956 -3.699 -0.1 0.4 -0.2
H 24.243 -3.059 -2.612 -0.3 -0.3 0.3
H 21.938 -3.280 -1.152 -0.2 0.1 0.0
H 20.601 -0.970 -1.552 -0.1 0.1 -0.2
H 22.205 0.501 -3.278 -0.2 0.0 0.1
N 17.872 -6.934 -10.186 -0.4 -0.7 0.0
C 17.852 -7.003 -8.832 0.7 0.5 0.8
C 18.204 -5.756 -8.349 -0.6 0.1 -0.5
C 18.344 -4.906 -9.475 0.2 0.0 -0.7
C 18.131 -5.667 -10.611 0.6 -0.1 0.5
H 17.809 -7.763 -10.749 -0.2 0.2 -0.3
H 17.678 -7.924 -8.301 -0.1 0.0 -0.1
H 18.289 -5.410 -7.333 0.0 -0.3 0.1
H 18.616 -3.863 -9.458 -0.1 0.0 0.1
H 18.291 -5.508 -11.664 -0.2 0.4 0.0
N 16.101 -3.893 -0.653 0.3 -0.2 0.1
C 17.006 -3.776 0.373 0.0 0.5 -0.5
C 18.138 -3.185 -0.148 0.2 -0.5 1.3
C 17.919 -2.968 -1.503 -0.8 -0.2 -1.8
C 16.665 -3.464 -1.829 0.0 1.0 1.0
H 15.122 -4.058 -0.518 0.0 -0.3 -0.1
H 16.781 -4.087 1.378 -0.1 0.0 0.0
H 19.032 -3.006 0.429 0.0 0.1 -0.1
H 18.522 -2.495 -2.265 0.4 -0.1 0.3
H 16.069 -3.334 -2.716 0.1 -0.3 -0.1
N 16.524 2.661 -3.496 -0.7 0.4 -0.1
C 15.429 1.850 -3.374 0.7 -0.5 0.3
C 15.888 0.662 -2.834 -0.6 -0.3 -0.3
C 17.273 0.779 -2.620 0.9 0.7 -0.3
C 17.647 2.037 -3.053 -0.2 0.0 0.3
H 16.429 3.633 -3.727 0.3 0.0 -0.1
H 14.466 2.194 -3.704 -0.1 -0.2 0.0
H 15.330 -0.250 -2.691 -0.2 0.2 0.1
H 17.972 0.066 -2.216 -0.2 -0.2 0.1
H 18.570 2.593 -3.024 0.1 -0.2 0.0
```
Forces are in eV/Å.